Entry 1:
95
Properties=species:S:1:pos:R:3 method="wB97M-V/def2-TZVPD" e_homo_ha=-0.3906 total_charge=0 multiplicity=1 gap_ev=10.33
O -6.7178 5.3052 2.8959
C -5.7207 5.6259 2.2153
O -4.5346 6.1669 2.6137
C -3.5940 6.0231 1.6518
C -4.4274 5.8121 0.4085
O -5.5911 5.3625 0.8870
H -2.9655 6.9027 1.5124
H -2.9364 5.1745 1.8403
H -3.9698 5.0006 -0.1573
H -4.4313 6.7736 -0.1049
O -2.3976 -4.7294 -3.3915
C -1.7819 -5.1705 -4.3999
O -1.3134 -4.4997 -5.4237
C -0.9128 -5.3328 -6.5092
C -1.4802 -6.6485 -6.0853
O -1.8754 -6.4648 -4.7345
H -1.5916 -4.8259 -7.1950
H 0.1536 -5.3990 -6.7248
H -0.6636 -7.3525 -5.9248
H -2.3442 -7.0376 -6.6239
O 1.1193 7.9680 -1.8926
C 2.2042 7.5799 -1.5260
O 2.7668 6.4500 -1.9124
C 3.8829 6.1063 -1.0570
C 4.0888 7.4526 -0.3874
O 2.8744 8.0242 -0.4152
H 3.7366 5.2934 -0.3458
H 4.8409 5.9620 -1.5564
H 4.7421 8.1645 -0.8919
H 4.6249 7.2165 0.5318
O 3.1750 2.9082 -6.3269
C 2.4022 2.0319 -6.0428
O 2.8947 0.9303 -5.5927
C 2.0282 -0.0878 -5.8531
C 0.7431 0.6997 -5.7464
O 1.0590 2.0070 -6.1693
H 2.3017 -0.4967 -6.8258
H 2.0146 -0.8954 -5.1212
H 0.4044 0.6292 -4.7128
H -0.0095 0.3622 -6.4590
O -9.6115 -0.0183 -0.9487
C -8.7384 -0.4351 -0.2393
O -8.2742 -1.6481 -0.2041
C -7.3501 -1.9350 0.8399
C -7.2387 -0.6314 1.5122
O -8.1696 0.2203 0.8112
H -8.0382 -2.4683 1.4957
H -6.5150 -2.5981 0.6137
H -6.1904 -0.3332 1.4920
H -7.4302 -0.9415 2.5394
O 3.0334 -6.7394 4.6997
C 2.3168 -7.2435 3.7983
O 2.2918 -8.5533 3.3511
C 1.2816 -8.7218 2.3855
C 1.1988 -7.2956 1.7951
O 1.5191 -6.5672 3.0126
H 1.6990 -9.4483 1.6883
H 0.4434 -9.2122 2.8806
H 0.3499 -6.8640 1.2648
H 1.9323 -6.9673 1.0587
O 5.6919 -3.2108 -0.1247
C 6.4226 -2.2896 -0.5302
O 7.6982 -2.2915 -0.7192
C 8.2992 -1.0427 -0.8621
C 6.9787 -0.3440 -1.4069
O 5.9216 -1.1387 -0.9722
H 8.6297 -0.6119 0.0830
H 9.0315 -0.9114 -1.6588
H 6.9933 -0.0341 -2.4519
H 7.0192 0.6206 -0.9008
O 0.6863 1.1999 7.2461
C 1.2247 2.2412 6.8388
O 0.8932 3.4805 7.3851
C 2.0307 4.3623 7.1957
C 2.5879 3.7924 5.8892
O 2.1792 2.4393 5.9179
H 1.7526 5.4140 7.1267
H 2.7749 4.4146 7.9904
H 3.6647 3.9574 5.8539
H 2.2584 4.2798 4.9716
C 0.7943 0.5487 0.4852
C 0.0487 -0.7661 0.6819
O -1.1324 -0.4567 1.4254
H 1.5914 0.5571 -0.2582
H 1.3047 0.8075 1.4129
H 0.1064 1.3703 0.2859
H 0.6690 -1.5135 1.1766
H -0.2187 -1.2309 -0.2671
H -0.9240 -0.4699 2.3624
O -4.2059 -0.3900 -2.0772
H -3.9215 -0.0692 -1.2214
H -4.2127 -1.3428 -1.9863
O -5.0038 -3.8520 6.3616
H -4.2232 -3.3460 6.1359
H -4.7192 -4.7649 6.3169



Entry 2:
192
Properties=species:S:1:pos:R:3 method="wB97M-V/def2-TZVPD" e_homo_ha=-0.4148 total_charge=0 multiplicity=1 gap_ev=11.28 de_lowest_kj_mol=586.3
C 4.4296 5.9768 6.7658
C 3.7079 5.5156 5.5088
C 4.1747 6.1067 4.1348
C 4.0456 7.5601 4.0069
N 3.9468 8.7041 3.9102
H 5.4372 5.5700 6.8513
H 3.9808 5.6353 7.6986
H 4.4296 7.0666 6.7848
H 2.6324 5.5872 5.6704
H 3.9072 4.4449 5.4631
H 3.7096 5.6179 3.2788
H 5.2211 5.8243 4.0193
C 1.8364 5.9334 -5.4764
C 3.0199 6.7758 -5.8888
C 4.3511 6.2045 -5.4440
C 4.6230 6.2115 -4.0009
N 4.7736 6.2415 -2.8516
H 1.6614 5.7562 -4.4153
H 1.9254 4.9092 -5.8385
H 0.9513 6.4444 -5.8553
H 2.9679 7.8121 -5.5549
H 3.0072 6.8727 -6.9744
H 5.1858 6.7668 -5.8625
H 4.4290 5.2240 -5.9138
C -8.2043 6.0958 -6.9590
C -7.4317 5.1443 -7.9456
C -5.8883 5.1683 -7.8234
C -5.3742 4.6253 -6.5579
N -4.9703 4.1700 -5.5920
H -9.2775 6.1021 -7.1496
H -7.7956 7.1048 -7.0136
H -8.1291 5.7529 -5.9271
H -7.6611 5.5444 -8.9332
H -7.7091 4.0903 -7.9610
H -5.6040 6.2193 -7.8749
H -5.4390 4.5218 -8.5772
C 3.0367 -7.1029 3.9621
C 4.3572 -7.2531 3.1232
C 4.1270 -7.8358 1.6972
C 3.5247 -9.1824 1.8453
N 3.0453 -10.2247 1.9472
H 2.3783 -7.9716 3.9651
H 2.4558 -6.2192 3.6979
H 3.3370 -6.9363 4.9966
H 5.0186 -7.9733 3.6049
H 4.7724 -6.2516 3.0101
H 5.0805 -7.8523 1.1693
H 3.3763 -7.3648 1.0627
C 0.0570 1.6817 0.5656
C -0.0515 0.2759 -0.0209
C 0.5396 -0.8419 0.8620
C 1.5431 -0.4723 1.8370
N 2.3556 -0.2225 2.6985
H -0.5761 1.8602 1.4347
H -0.1580 2.4409 -0.1864
H 1.0748 1.8210 0.9298
H 0.5128 0.3841 -0.9472
H -1.0931 0.1149 -0.2988
H 0.9128 -1.6950 0.2955
H -0.2836 -1.2887 1.4194
C -1.8901 1.5311 7.8112
C -3.3869 1.2038 7.9311
C -3.9148 0.9724 9.3359
C -3.3430 -0.2195 9.9533
N -2.8859 -1.1184 10.5016
H -1.6103 2.4783 8.2724
H -1.6173 1.6022 6.7583
H -1.2132 0.7550 8.1684
H -3.6303 0.3461 7.3041
H -3.9141 2.0109 7.4225
H -4.9469 0.6232 9.3081
H -3.7726 1.8273 9.9970
C 5.3141 -6.4063 -7.3372
C 4.1995 -7.4431 -7.5634
C 3.3652 -7.8369 -6.3317
C 2.8289 -6.6968 -5.5397
N 2.3791 -5.8083 -4.9573
H 4.8601 -5.4393 -7.1206
H 5.9237 -6.2558 -8.2282
H 6.0423 -6.7161 -6.5875
H 4.5247 -8.3414 -8.0882
H 3.4858 -6.9701 -8.2381
H 3.7972 -8.6131 -5.6999
H 2.4879 -8.3204 -6.7614
C 8.5065 -1.4072 -0.4208
C 7.7635 -2.4750 -1.2414
C 6.5323 -1.9101 -2.1074
C 6.9449 -0.9121 -3.0566
N 7.2497 -0.1127 -3.8548
H 7.7931 -0.8043 0.1411
H 9.1138 -0.7379 -1.0301
H 9.1620 -1.8461 0.3314
H 7.2937 -3.2371 -0.6196
H 8.4043 -2.9544 -1.9815
H 5.7696 -1.4823 -1.4567
H 6.1557 -2.7279 -2.7218
C -10.8955 -0.8447 -0.2313
C -10.8091 -2.1050 0.5902
C -9.9523 -2.0320 1.8688
C -8.5663 -1.9357 1.5422
N -7.4388 -1.9474 1.3014
H -10.0631 -0.5885 -0.8868
H -10.9341 0.0690 0.3619
H -11.7938 -0.8288 -0.8485
H -10.5303 -2.9759 -0.0030
H -11.8036 -2.3560 0.9590
H -10.1022 -2.9355 2.4599
H -10.1935 -1.1646 2.4832
C 4.5938 -2.7838 9.9766
C 3.2769 -3.1302 10.7381
C 3.4711 -4.2990 11.7078
C 4.0687 -5.5048 11.0795
N 4.5011 -6.4589 10.5530
H 5.3438 -2.3655 10.6477
H 4.5424 -2.0404 9.1811
H 5.0639 -3.6858 9.5847
H 2.5277 -3.4146 9.9993
H 2.8772 -2.2779 11.2876
H 2.5903 -4.5406 12.3027
H 4.2193 -3.9982 12.4412
C -1.5866 10.7334 0.1924
C -0.7083 10.5044 -1.0374
C -1.2330 11.1832 -2.3147
C -2.5532 10.7203 -2.7837
N -3.5709 10.3857 -3.1874
H -1.0713 10.4689 1.1158
H -2.5418 10.2086 0.1730
H -1.9077 11.7687 0.3073
H -0.6780 9.4208 -1.1520
H 0.3242 10.8135 -0.8750
H -0.5018 11.0557 -3.1130
H -1.3556 12.2656 -2.2777
C -6.5514 -2.4012 -5.5670
C -5.7677 -2.5303 -4.3064
C -5.3555 -3.9779 -3.8703
C -6.5588 -4.7876 -3.5383
N -7.4835 -5.4449 -3.2613
H -7.5679 -2.7530 -5.3912
H -6.1739 -3.0312 -6.3724
H -6.5890 -1.3945 -5.9833
H -6.3341 -2.0313 -3.5201
H -4.8821 -1.9173 -4.4739
H -4.8500 -3.8223 -2.9173
H -4.7562 -4.4201 -4.6663
C -0.3583 -0.5615 -9.1334
C 0.0017 -2.0199 -9.4348
C -0.3124 -2.5346 -10.8563
C -1.6720 -2.3096 -11.3100
N -2.7182 -2.0731 -11.7526
H -1.3280 -0.3257 -9.5718
H 0.3727 0.1381 -9.5389
H -0.4537 -0.4573 -8.0526
H -0.4180 -2.7070 -8.7000
H 1.0891 -2.0442 -9.3630
H -0.2163 -3.6201 -10.8753
H 0.3863 -2.1383 -11.5930
C 10.5356 1.3109 5.9224
C 11.7416 0.6449 6.5993
C 12.9629 1.5719 6.7295
C 13.7726 1.8160 5.5564
N 14.4231 2.0518 4.6216
H 9.9707 2.0265 6.5197
H 9.7646 0.6375 5.5479
H 10.9359 1.7963 5.0323
H 12.0181 -0.2676 6.0712
H 11.4883 0.3032 7.6028
H 13.6637 1.1992 7.4765
H 12.6088 2.5351 7.0969
C -8.0254 4.1480 2.3378
C -7.3321 4.5183 0.9713
C -7.8699 5.8666 0.3944
C -9.3415 5.9661 0.2093
N -10.5022 6.0799 0.0882
H -9.1123 4.1970 2.2721
H -7.7083 4.8531 3.1062
H -7.6814 3.1642 2.6571
H -7.5070 3.7410 0.2274
H -6.2460 4.5657 1.0503
H -7.3868 6.1136 -0.5510
H -7.4725 6.6185 1.0761
C -2.5794 -8.1294 0.9124
C -3.4832 -9.3912 0.7942
C -2.7875 -10.6379 0.2617
C -2.2900 -10.4845 -1.0949
N -1.9011 -10.3588 -2.1784
H -2.0669 -7.8849 -0.0180
H -1.8502 -8.3581 1.6896
H -3.1605 -7.2572 1.2116
H -4.2684 -9.0980 0.0973
H -3.9146 -9.5924 1.7747
H -3.5610 -11.4059 0.2598
H -1.9358 -10.8272 0.9150



Entry 3:
128
Properties=species:S:1:pos:R:3 method="wB97M-V/def2-TZVPD" e_homo_ha=-0.2872 total_charge=0 multiplicity=1 gap_ev=8.04
C -4.9240 -8.5415 2.9506
C -3.7366 -8.0140 3.5112
C -3.7226 -7.7642 5.0971
O -4.1600 -8.6801 5.8344
O -3.2781 -6.5472 5.6989
C -3.3726 -5.4521 4.7370
C -3.0158 -4.0165 5.4176
C -1.5990 -3.4858 4.8306
C -1.7050 -3.0151 3.2851
C -1.1181 -1.5246 3.0308
C -2.3227 -0.5213 2.7370
Si -1.9405 1.1758 2.0057
C -2.6049 1.2344 0.1847
C -4.2022 1.5214 0.1437
O -4.8194 1.0797 -1.0994
C -0.1496 1.8135 2.0178
C 0.8282 1.2118 3.1359
C 0.5700 1.7713 0.5521
C 0.8468 0.2920 0.0064
C 0.5946 0.3361 -1.6073
P -3.2079 2.6605 3.1146
O -2.7419 2.7310 4.7670
O -2.8533 4.1629 2.3318
H -4.8484 -9.2407 2.0546
H -5.9231 -8.2069 3.4033
H -2.8194 -7.7988 2.8743
H -4.3928 -5.4181 4.1999
H -2.5217 -5.6284 3.9742
H -3.8113 -3.2660 5.0726
H -2.9935 -4.1240 6.5656
H -0.8174 -4.3320 4.9114
H -1.2682 -2.6387 5.5242
H -2.7926 -3.1163 2.9185
H -1.0342 -3.7466 2.6977
H -0.2906 -1.5595 2.2532
H -0.6328 -1.2008 4.0260
H -2.9206 -0.4093 3.7160
H -3.0449 -1.0684 2.0151
H -2.4083 0.2372 -0.3333
H -2.1156 2.0972 -0.3919
H -4.7528 1.0616 1.0490
H -4.3280 2.6671 0.1874
H -4.1739 0.5123 -1.5694
H -0.2134 2.9494 2.2480
H 1.1756 0.1769 2.7575
H 0.3367 1.0912 4.1596
H 1.7952 1.8414 3.1757
H 1.6026 2.2622 0.7305
H 0.0444 2.4546 -0.2033
H 0.1434 -0.5135 0.3927
H 1.9540 0.0740 0.1443
H -0.1829 1.1369 -1.8872
H 1.5614 0.6198 -2.1667
H 0.2442 -0.6650 -2.0236
H -3.2302 3.4782 5.1874
H -2.6832 3.9276 1.3843
C -1.0449 0.5189 -6.2347
O 0.0369 -0.0680 -6.9555
C 1.1879 -0.1326 -6.2658
O 1.3597 0.2525 -5.1361
O 2.1131 -0.7013 -7.0556
C 3.3994 -0.8369 -6.4497
H -1.9187 0.5184 -6.8870
H -1.2781 -0.0683 -5.3438
H -0.8140 1.5522 -5.9668
H 3.3441 -1.4787 -5.5678
H 3.8088 0.1416 -6.1908
H 4.0633 -1.3064 -7.1762
C -3.6233 6.8002 5.8029
O -3.5561 6.2248 7.1071
C -4.3710 6.8014 8.0070
O -5.1170 7.7249 7.7972
O -4.2097 6.1680 9.1797
C -5.0216 6.6784 10.2367
H -2.9270 6.2579 5.1618
H -4.6279 6.6958 5.3871
H -3.3228 7.8497 5.8280
H -6.0813 6.5689 9.9960
H -4.7773 7.7233 10.4400
H -4.8087 6.0936 11.1320
C 6.5412 3.6388 -7.2529
O 7.7996 3.0732 -6.8912
C 7.7198 1.8333 -6.3812
O 6.7066 1.1985 -6.2170
O 8.9635 1.4243 -6.0863
C 9.0320 0.1112 -5.5310
H 6.7269 4.6366 -7.6513
H 6.0585 3.0409 -8.0291
H 5.8941 3.7307 -6.3779
H 8.6487 -0.6271 -6.2387
H 8.4841 0.0628 -4.5874
H 10.0806 -0.1137 -5.3324
C 1.1193 -2.2300 -9.7196
O -0.2099 -2.7049 -9.9340
C -0.4590 -3.9063 -9.3911
O 0.3239 -4.5784 -8.7659
O -1.7340 -4.2306 -9.6655
C -2.1405 -5.4944 -9.1447
H 1.2081 -1.2550 -10.1996
H 1.3179 -2.1082 -8.6528
H 1.8478 -2.9056 -10.1741
H -2.0714 -5.5024 -8.0547
H -1.5415 -6.2995 -9.5755
H -3.1824 -5.6508 -9.4258
C -10.7378 4.7021 7.5228
O -9.6665 4.1154 6.7863
C -8.5095 4.0403 7.4635
O -8.3246 4.4164 8.5950
O -7.5940 3.4735 6.6611
C -6.3064 3.3299 7.2566
H -11.6183 4.7108 6.8798
H -10.9647 4.1094 8.4116
H -10.4990 5.7322 7.7960
H -6.3575 2.6827 8.1347
H -5.8925 4.3060 7.5200
H -5.6480 2.8629 6.5230
C 12.4280 -3.7494 -2.7432
O 13.5477 -3.5387 -3.6014
C 13.4296 -2.4725 -4.4088
O 12.4882 -1.7190 -4.4549
O 14.5420 -2.3913 -5.1557
C 14.5551 -1.2947 -6.0682
H 12.6333 -4.6336 -2.1392
H 12.2899 -2.8978 -2.0735
H 11.5235 -3.9321 -3.3274
H 14.5017 -0.3455 -5.5309
H 13.7353 -1.3797 -6.7848
H 15.4972 -1.3288 -6.6160